Entry 1:
6 unconnected molecules or ions with the total composition C28H47Br2Cl3N2O6PS5 in a non-equilibrium geometry. Source: the Open Molecules 2025 dataset; level of theory: ωB97M-V with the def2-TZVPD basis set.

## Properties
Frontier orbital gap: 5.717 eV
E: -10516.58832 a.u.

```
! RIJCOSX wB97M-V def2-TZVPD def2/J DEFGRID3
* xyz 1 1
C 1.475 0.693 0.870
C 1.819 1.487 2.092
Cl 1.375 0.707 3.581
C 2.433 2.682 2.117
Cl 2.770 3.370 3.697
C 2.867 3.415 0.897
C 3.881 2.923 0.062
C 4.577 1.630 0.264
Br 5.690 1.403 1.788
C 4.432 0.648 -0.631
C 5.107 -0.695 -0.551
Br 3.310 0.872 -2.186
C 4.206 3.776 -1.006
N 3.606 4.919 -1.195
P 4.193 5.932 -2.619
O 5.718 6.227 -2.116
Cl 3.195 7.709 -2.526
N 2.609 5.446 -0.483
C 2.281 4.675 0.527
C 1.147 5.217 1.381
C -0.227 4.802 0.852
C -1.298 5.648 1.082
C -2.547 5.309 0.633
C -2.810 4.131 -0.038
C -1.745 3.287 -0.281
C -1.970 1.979 -1.012
C -0.483 3.641 0.153
H 0.469 0.269 0.927
H 2.171 -0.160 0.834
H 1.638 1.285 -0.027
H 5.416 -0.951 0.458
H 4.362 -1.435 -0.876
H 5.917 -0.773 -1.284
H 4.990 3.472 -1.700
H 5.803 6.137 -1.153
H 1.156 6.312 1.308
H 1.282 4.984 2.439
H -1.138 6.592 1.602
H -3.391 5.977 0.800
H -3.809 3.884 -0.365
H -1.149 1.303 -0.728
H -1.942 2.091 -2.103
H -2.890 1.456 -0.694
H 0.346 2.973 -0.075
C 6.521 -5.201 2.382
S 5.848 -3.664 1.749
O 5.812 -3.769 0.258
C 7.272 -2.647 2.179
H 5.801 -5.992 2.181
H 7.463 -5.426 1.882
H 6.673 -5.114 3.458
H 8.166 -3.036 1.692
H 7.400 -2.645 3.261
H 7.084 -1.631 1.835
C -4.465 -3.061 -0.144
S -3.059 -1.945 -0.175
O -3.577 -0.561 0.039
C -2.709 -2.115 -1.930
H -4.864 -3.071 0.870
H -5.230 -2.715 -0.835
H -4.141 -4.064 -0.416
H -3.581 -1.825 -2.513
H -2.439 -3.147 -2.149
H -1.872 -1.459 -2.173
C 2.392 -4.114 0.245
S 1.882 -3.536 1.872
O 2.579 -4.377 2.879
C 0.188 -4.124 1.758
H 3.450 -3.883 0.115
H 2.244 -5.192 0.173
H 1.810 -3.598 -0.521
H 0.184 -5.201 1.589
H -0.321 -3.609 0.944
H -0.313 -3.899 2.698
C -4.089 -5.344 -5.092
S -5.090 -4.081 -4.297
O -4.781 -4.125 -2.837
C -6.668 -4.906 -4.531
H -3.045 -5.044 -5.022
H -4.228 -6.300 -4.586
H -4.372 -5.426 -6.141
H -6.644 -5.889 -4.061
H -6.872 -5.001 -5.598
H -7.441 -4.298 -4.066
C -7.666 2.988 2.028
S -5.925 2.539 2.020
O -5.356 2.997 0.724
C -6.178 0.766 1.882
H -7.736 4.074 2.067
H -8.147 2.625 1.119
H -8.147 2.562 2.908
H -6.751 0.544 0.982
H -6.705 0.406 2.767
H -5.201 0.288 1.818
*
```

***

Entry 2:
A molecular structure, C6H18BrNO4Si2 in a non-equilibrium geometry. Source: the Open Molecules 2025 dataset; level of theory: ωB97M-V with the def2-TZVPD basis set.

## Properties
Frontier orbital gap: 10.755 eV
E: -3748.22183 a.u.

```
! RIJCOSX wB97M-V def2-TZVPD def2/J DEFGRID3
* xyz 0 1
N -1.603 -2.924 -2.435
Si -0.293 -2.045 -3.224
O 0.211 -0.656 -2.369
Si -0.637 0.768 -2.818
C 0.218 2.234 -1.921
C 0.201 2.136 -0.352
C 0.289 3.593 0.215
Br -0.835 3.792 1.843
H -2.138 -3.494 -3.073
H -2.225 -2.328 -1.909
H -0.654 -1.747 -4.632
H 0.848 -2.981 -3.310
H -2.073 0.736 -2.480
H -0.425 0.980 -4.257
H -0.237 3.172 -2.272
H 1.278 2.290 -2.215
H -0.707 1.697 0.066
H 1.116 1.642 -0.023
H -0.010 4.337 -0.527
H 1.306 3.847 0.527
C 0.575 -1.082 0.624
O 1.268 -0.935 1.865
C 0.538 -1.252 2.932
O -0.599 -1.632 2.921
O 1.293 -1.073 4.015
C 0.628 -1.377 5.239
H 1.253 -0.802 -0.175
H 0.277 -2.121 0.478
H -0.292 -0.428 0.584
H 0.329 -2.424 5.265
H -0.237 -0.730 5.379
H 1.338 -1.194 6.042
*
```

***

Entry 3:
A molecular structure, C25H33Cl3F6GdNO2Si in a non-equilibrium geometry. Source: the Open Molecules 2025 dataset; level of theory: ωB97M-V with the def2-TZVPD basis set.

## Properties
ΔE to the lowest compared entry with this formula, charge and spin: 8.0 kcal/mol
Frontier orbital gap (alpha / beta): 7.394 / 8.590 eV
E: -4212.73552 a.u.
Expectation value of S²: 16.005

```
! RIJCOSX wB97M-V def2-TZVPD def2/J DEFGRID3
* xyz 0 8
Gd -1.713 -0.567 0.797
Cl -2.005 0.314 3.802
C -2.603 -1.208 4.493
Cl -2.651 -2.410 3.194
H -3.603 -1.046 4.877
H -1.917 -1.534 5.264
C 0.427 -1.201 1.854
Si 1.741 -1.023 0.566
C 0.907 -1.216 -1.164
N -0.307 -0.384 -1.361
C -1.171 -0.940 -2.422
C -0.494 -1.000 -3.797
C 0.348 0.260 -4.063
C -0.118 1.400 -3.163
C 0.007 1.038 -1.677
C 3.132 -2.308 0.558
C 2.822 -3.656 0.354
C 3.799 -4.638 0.404
C 5.117 -4.291 0.667
C 5.447 -2.960 0.878
C 4.463 -1.983 0.826
C 2.634 0.654 0.672
C 3.374 1.152 -0.402
C 4.075 2.345 -0.310
C 4.057 3.075 0.872
C 3.349 2.591 1.960
C 2.656 1.389 1.860
H 0.719 -0.751 2.807
H 0.289 -2.272 2.041
H 0.589 -2.263 -1.208
H 1.624 -1.079 -1.983
H -2.063 -0.312 -2.469
H -1.488 -1.938 -2.131
H -1.278 -1.101 -4.550
H 0.131 -1.892 -3.869
H 0.277 0.557 -5.110
H 1.405 0.062 -3.863
H -1.158 1.643 -3.398
H 0.468 2.302 -3.348
H -0.673 1.679 -1.112
H 1.019 1.240 -1.336
H 1.793 -3.943 0.156
H 3.534 -5.675 0.239
H 5.883 -5.054 0.716
H 6.475 -2.685 1.081
H 4.735 -0.947 0.995
H 3.405 0.595 -1.334
H 4.639 2.708 -1.160
H 4.606 4.004 0.952
H 3.345 3.141 2.894
H 2.156 0.995 2.742
C -4.950 1.477 -1.550
C -4.261 1.070 -0.244
O -2.918 0.906 -0.321
C -4.571 2.147 0.837
F -3.850 1.943 1.960
F -5.860 2.204 1.209
F -4.241 3.368 0.385
C -4.873 -0.286 0.207
F -6.198 -0.352 0.306
F -4.361 -0.654 1.434
F -4.478 -1.240 -0.641
H -4.525 2.417 -1.893
H -6.025 1.584 -1.405
H -4.760 0.707 -2.295
C -0.934 3.088 1.399
O -0.551 1.713 1.479
H -1.288 3.445 2.368
H -1.740 3.172 0.676
H -0.097 3.706 1.070
H 0.401 1.670 1.607
Cl -2.128 -2.951 0.120
*
```

***

Entry 4:
5 unconnected molecules or ions with the total composition C37H45ClFIN5O5P in a non-equilibrium geometry. Source: the Open Molecules 2025 dataset; level of theory: ωB97M-V with the def2-TZVPD basis set.

## Properties
Frontier orbital gap: 8.130 eV
E: -3285.92871 a.u.

```
! RIJCOSX wB97M-V def2-TZVPD def2/J DEFGRID3
* xyz 0 1
C 2.639 -4.143 4.740
C 2.339 -3.417 3.426
C 1.745 -4.233 2.259
Cl 2.166 -5.955 2.429
N 2.502 -3.835 1.010
C 2.225 -2.568 0.623
N 3.131 -1.641 0.501
C 2.838 -0.278 0.087
C 3.934 0.270 -0.809
F 5.175 -0.248 -0.460
N 0.920 -2.288 0.294
C -0.127 -2.671 1.281
C -1.378 -2.712 0.370
C -2.794 -2.865 0.925
O -3.351 -1.559 1.079
C -3.690 -3.625 -0.085
N -4.008 -2.843 -1.269
C -0.223 -1.521 2.334
O -1.282 -1.514 2.954
O 0.792 -0.836 2.438
C 0.205 -4.041 1.995
O -0.080 -5.059 0.969
C -1.141 -5.786 1.075
N -2.079 -6.454 1.161
P -1.049 -4.240 3.496
O -0.263 -3.342 4.592
I -0.657 -6.484 4.494
H 2.961 -3.379 5.450
H 3.457 -4.851 4.633
H 1.766 -4.620 5.167
H 3.301 -3.016 3.095
H 1.712 -2.559 3.635
H 3.488 -4.005 1.187
H 4.094 -1.858 0.718
H 1.884 -0.240 -0.428
H 2.715 0.323 0.989
H 3.726 0.055 -1.858
H 3.953 1.355 -0.710
H 0.696 -2.720 -0.598
H -1.372 -1.738 -0.126
H -1.217 -3.453 -0.419
H -2.834 -3.405 1.867
H -3.577 -1.432 2.004
H -3.186 -4.544 -0.389
H -4.607 -3.891 0.438
H -4.719 -2.160 -1.051
H -3.205 -2.329 -1.608
H -0.410 -3.698 5.478
C 7.401 1.586 0.805
C 7.801 1.722 2.127
C 8.624 2.775 2.502
C 9.044 3.698 1.554
C 8.643 3.565 0.231
C 7.825 2.509 -0.143
H 6.763 0.766 0.511
H 7.471 1.006 2.869
H 8.939 2.878 3.532
H 9.683 4.521 1.845
H 8.970 4.286 -0.507
H 7.516 2.403 -1.175
C -4.059 0.667 -2.140
C -5.014 0.189 -3.029
C -5.137 0.760 -4.288
C -4.302 1.805 -4.660
C -3.344 2.279 -3.774
C -3.224 1.712 -2.513
H -3.968 0.227 -1.153
H -5.664 -0.625 -2.737
H -5.886 0.393 -4.978
H -4.399 2.251 -5.642
H -2.696 3.097 -4.063
H -2.486 2.090 -1.817
C -6.188 3.352 -1.162
C -7.318 3.964 -1.686
C -8.039 4.868 -0.918
C -7.627 5.164 0.374
C -6.496 4.554 0.898
C -5.779 3.647 0.131
H -5.625 2.647 -1.757
H -7.636 3.735 -2.696
H -8.923 5.342 -1.326
H -8.188 5.871 0.972
H -6.174 4.786 1.905
H -4.898 3.167 0.541
C 1.569 2.883 -1.825
C 0.699 2.157 -2.628
C 0.569 2.476 -3.973
C 1.312 3.517 -4.512
C 2.183 4.240 -3.709
C 2.312 3.924 -2.364
H 1.663 2.635 -0.774
H 0.120 1.345 -2.206
H -0.113 1.913 -4.597
H 1.211 3.765 -5.561
H 2.762 5.051 -4.132
H 2.989 4.490 -1.736
*
```